Computed, not measured: an isolated ion of composition C15H15FN2O3 and charge +2, with wB97M-V/def2-TZVPD.

## Properties
Kohn-Sham gap = 7.527 eV
net charge = +2
max |F| = 2.47 eV Å⁻¹
LUMO level = -8.5 eV

The geometry in XYZ format:
```
36
Properties=species:S:1:pos:R:3:forces:R:3
C -1.181614 3.831705 2.978131 -0.5 -0.3 -1.7
C -2.715492 3.738224 2.877879 0.8 1.1 2.1
O -3.386866 4.047944 3.812615 -0.2 -0.5 -1.2
O -3.308138 3.252477 1.670832 0.7 -0.7 0.4
C -3.619862 1.899572 1.802178 -1.7 0.7 0.3
N -2.574609 1.028168 1.188447 0.3 0.2 -0.3
C -2.113579 1.392430 -0.018089 0.0 0.8 -0.7
C -1.145875 0.681741 -0.674691 0.2 -0.7 0.4
C -0.623616 -0.476742 -0.059588 -0.1 0.8 -1.0
C 0.465100 -1.202830 -0.786009 0.5 -0.7 0.5
C 1.401326 -1.927761 -0.034719 -0.7 0.5 -0.1
C 2.447924 -2.580771 -0.652522 -0.1 0.1 1.1
N 2.567909 -2.524136 -1.973541 0.2 -0.7 -0.8
C 3.689386 -3.161934 -2.699557 1.1 0.5 -1.1
C 4.649756 -1.984367 -3.070613 0.3 1.0 1.7
O 4.951008 -1.222806 -2.197711 -0.2 -0.7 -1.1
F 5.064996 -1.831004 -4.317815 -0.5 -0.7 0.4
C 1.672607 -1.872830 -2.732562 -0.4 0.4 -0.7
C 0.614627 -1.206471 -2.186003 -0.7 0.5 1.0
C -1.129420 -0.844492 1.187624 0.6 -0.2 -0.7
C -2.107879 -0.070218 1.770666 0.1 -0.9 1.0
H -0.873338 4.869047 3.150374 -0.3 -0.2 0.1
H -0.776912 3.526000 1.997859 0.2 0.1 0.5
H -0.807845 3.191138 3.786128 -0.2 0.2 -0.2
H -4.555885 1.700221 1.258213 0.4 0.1 0.0
H -3.811746 1.651309 2.858192 0.4 -0.3 -0.4
H -2.507767 2.307527 -0.459331 -0.1 -0.2 0.3
H -0.792282 1.029415 -1.642011 -0.1 0.0 0.3
H 1.277765 -1.943935 1.045300 0.4 -0.2 -0.2
H 3.161552 -3.127754 -0.038167 0.1 0.0 -0.6
H 4.266552 -3.829438 -2.050252 -0.4 0.1 -0.1
H 3.346265 -3.686532 -3.598999 -0.2 0.0 0.4
H 1.800151 -1.872605 -3.815786 0.2 -0.2 0.3
H -0.107027 -0.672487 -2.800556 0.3 -0.3 -0.1
H -0.732931 -1.727792 1.684614 -0.4 0.2 0.1
H -2.504242 -0.380012 2.739468 -0.1 0.4 -0.3
```
Positions in Å, forces in eV/Å.



Computed, not measured: C15H15N4PS3Se4W as an isolated structure, with wB97M-V/def2-TZVPD.

## Properties
Kohn-Sham gap (spin up / spin down) = 5.698 / 5.698 eV
net charge = +2
ΔE to the lowest compared entry with this formula, charge and spin = 30.5 kcal/mol
max |F| = 1.33 eV Å⁻¹
LUMO level (spin up / spin down) = -7.4 / -7.4 eV

The geometry in XYZ format:
```
43
Properties=species:S:1:pos:R:3:forces:R:3
W 0.236643 -0.504908 -0.447081 1.0 0.6 0.6
S -0.893055 2.044183 -0.306014 0.0 -0.1 -0.1
C -2.042421 1.106110 -1.314659 0.0 -0.1 0.0
C -3.414873 1.138246 -1.134104 0.0 -0.1 0.0
C -4.225557 0.295374 -1.879931 0.1 0.1 0.0
C -5.641099 0.334657 -1.669182 0.0 -0.1 -0.1
N -6.774834 0.369896 -1.503057 -0.2 0.0 0.1
C -3.656376 -0.581341 -2.820988 0.1 0.1 0.1
C -2.285430 -0.580039 -3.018371 0.0 0.0 0.0
C -1.455994 0.272066 -2.282457 0.0 0.0 -0.1
S 0.296699 0.376449 -2.647426 0.0 -0.1 0.0
C -4.480258 -1.479188 -3.574122 0.1 0.1 0.0
N -5.117958 -2.214139 -4.179702 -0.1 -0.1 -0.1
H -3.866011 1.803883 -0.414308 0.0 0.0 0.0
H -1.850556 -1.234308 -3.761799 0.0 0.0 0.0
Se -1.105881 -1.755501 0.895991 -0.3 -0.1 0.5
Se -0.376980 -2.091505 3.235868 -0.1 -0.1 -0.3
Se 1.642094 -1.095757 3.319299 0.0 0.1 -0.1
Se 1.839259 0.030095 1.130930 -0.6 -0.2 -0.5
S -1.755443 1.981022 1.561505 0.1 -0.1 0.0
C -2.531708 3.562455 1.628907 0.0 0.0 0.1
N -2.819752 4.036671 2.864089 0.0 0.0 -0.1
C -3.452152 5.218450 3.028717 0.0 0.0 0.0
C -3.781555 5.950909 1.919569 0.0 0.0 0.0
C -3.442543 5.410311 0.679745 0.0 0.0 0.1
N -2.837360 4.229991 0.547154 0.0 0.0 -0.1
H -2.551124 3.501086 3.685338 0.0 0.0 0.0
H -3.654978 5.521099 4.046571 0.0 0.0 0.0
H -4.279695 6.904044 2.007842 0.0 0.0 0.0
H -3.673778 5.934449 -0.239372 0.0 0.0 0.0
C 2.736338 -3.102788 0.081588 -0.1 0.0 0.0
P 1.537805 -2.537091 -1.148213 0.0 -0.1 -0.1
C 2.489146 -2.295417 -2.669037 0.0 0.0 0.1
C 0.484203 -3.976803 -1.466637 0.0 0.0 0.0
H 3.183242 -4.035462 -0.265641 0.0 0.0 0.0
H 2.243686 -3.274570 1.039955 0.0 0.0 0.0
H 3.516921 -2.353864 0.212151 0.0 0.0 0.0
H 3.072828 -3.193806 -2.873133 0.0 0.0 0.0
H 3.167184 -1.449033 -2.554673 0.0 0.0 0.0
H 1.820968 -2.102349 -3.506986 0.0 0.0 0.0
H 1.089555 -4.793313 -1.863103 0.0 0.0 0.0
H -0.294469 -3.730996 -2.188698 0.0 0.0 0.0
H 0.015112 -4.296807 -0.536231 0.0 0.0 0.0
```
Positions in Å, forces in eV/Å.